Here is a 2-piece molecular cluster, C3H5Br overall in a non-equilibrium geometry from the Open Molecules 2025 dataset. Energies are from ωB97M-V/def2-TZVPD.

The geometry in XYZ format:
```
9
Properties=species:S:1:pos:R:3
C -0.0764 1.0151 -0.1643
C 1.8249 0.8181 -1.5762
C -0.3130 -0.1381 0.6816
Br 2.4691 2.4505 -2.0754
H -0.9039 1.4082 -0.7420
H 2.5694 0.2579 -0.9953
H -1.3003 -0.1307 1.1557
H 0.4672 -0.2542 1.4304
H -0.2746 -1.0209 0.0361
```

Calculated values
M: 120.98 u
LUMO energy (alpha / beta): -0.28 / -0.80 eV
HOMO-LUMO gap (alpha / beta): 7.95 / 7.54 eV
DFT total energy: -2691.06226 hartree
Charge: 0